Entry 1:
53
Properties=species:S:1:pos:R:3:forces:R:3:nbo_charge:R:1 method="wB97M-V/def2-TZVPD" smiles="CCN(C[C@@H](O)Cn1c2ccccc2c2ccccc21)S(=O)(=O)c1ccc(F)cc1" e_above_lowest_kj_mol=16.7 lumo_energy_ev=0.48
C -0.4692 -2.8646 -4.2612 0.1 -0.1 -0.2 -0.243
H -0.0554 -3.5173 -5.0155 0.0 0.0 -0.1 0.212
H 0.8135 1.5438 -4.3818 0.1 0.0 -0.1 0.209
C 0.9550 -0.7326 0.1022 0.5 -0.3 -0.2 -0.238
H 2.1751 -1.1526 1.8502 0.1 -0.1 0.1 0.211
C 1.6184 1.3904 2.6036 -0.4 0.2 -0.6 -0.352
H -3.4767 -1.0830 2.1459 0.0 0.0 0.0 0.464
H 3.3785 1.5143 1.4232 0.1 0.0 -0.1 0.249
H 4.8953 1.0950 3.3854 0.1 0.0 0.0 0.237
N -0.0009 0.1390 0.7487 0.2 1.1 0.3 -0.686
N -1.9728 -0.2530 -1.4526 0.0 0.0 0.0 -0.396
C 0.1777 1.7261 -3.5281 -0.1 0.0 0.1 -0.170
C -0.1186 -1.5289 -4.2406 -0.1 0.0 0.1 -0.199
H 2.4542 -2.2191 0.4707 0.1 -0.1 0.0 0.224
H 0.5640 -1.1237 -4.9722 0.1 0.0 -0.1 0.213
C 2.9880 1.3528 2.4151 0.0 0.0 0.0 -0.179
C 1.8822 0.9859 4.9465 0.2 0.0 0.0 -0.280
S 0.5464 1.6468 1.1799 0.2 -0.2 0.3 2.348
H 1.0112 -2.4253 1.4569 0.0 -0.1 0.1 0.205
C -1.0349 -0.4154 1.5818 -0.4 -0.3 0.3 -0.262
C -1.3641 0.9270 -1.8296 0.3 0.3 -0.6 0.253
C 3.2518 0.9405 4.7440 -0.1 0.0 -0.1 0.412
H -2.6111 -3.0113 -1.6267 -0.1 0.0 0.1 0.216
H -0.6233 -1.0332 2.3938 -0.1 0.0 -0.1 0.196
H 0.4409 -1.3079 -0.6734 0.0 0.1 0.0 0.212
C -1.5606 -1.2505 -2.3065 0.2 -0.1 -0.5 0.149
H -1.6217 -4.4325 -3.3712 0.0 -0.1 0.0 0.213
C -1.9161 -2.5927 -2.3391 -0.1 0.0 0.1 -0.266
O -0.5898 2.3971 1.6292 -0.1 -0.1 0.3 -0.951
H -1.5461 0.4443 2.0229 -0.2 -0.2 0.1 0.230
O -2.9969 -1.8048 1.7219 -0.2 0.0 0.2 -0.702
H -2.1124 2.4077 -0.4440 0.0 0.0 0.1 0.225
C -1.3590 -3.3857 -3.3249 0.0 -0.1 0.0 -0.202
H 1.4819 0.8478 5.9382 0.0 0.0 0.1 0.237
O 1.3533 2.1526 0.1148 0.3 -0.2 0.0 -0.931
H -3.0966 0.5062 0.0987 -0.1 0.0 0.0 0.213
C 1.6928 -1.6896 1.0367 -0.2 0.2 -0.1 -0.633
H -1.5700 -2.1314 0.3699 0.0 0.1 0.0 0.185
H -3.6827 -1.0318 -0.5776 0.1 0.1 0.1 0.216
F 4.0552 0.7135 5.7979 -0.1 0.0 -0.1 -0.316
C 1.0603 1.2172 3.8565 0.0 0.0 0.1 -0.165
C -1.4900 2.2021 -1.2999 -0.2 0.1 0.0 -0.286
C -2.0658 -1.2639 0.8157 0.3 0.4 -0.3 0.093
H 0.6125 3.8110 -3.4128 0.0 0.1 0.0 0.211
C -0.6654 -0.7106 -3.2612 -0.2 -0.3 0.2 -0.019
H -0.8419 4.2177 -1.4842 0.0 0.1 0.1 0.214
C 0.0589 2.9884 -2.9855 0.1 0.1 -0.1 -0.241
C -0.5410 0.6860 -2.9534 -0.1 0.2 0.3 -0.136
H 1.6561 -0.0588 -0.3921 0.0 -0.3 -0.2 0.239
C -0.7678 3.2203 -1.8895 -0.1 0.0 0.0 -0.166
C 3.8231 1.1262 3.4952 -0.1 0.0 0.2 -0.270
H -0.0090 1.2858 3.9720 -0.1 0.0 0.1 0.237
C -2.7863 -0.4649 -0.2940 0.0 -0.4 0.3 -0.235

Entry 2:
57
Properties=species:S:1:pos:R:3:forces:R:3:nbo_charge:R:1 method="wB97M-V/def2-TZVPD" e_above_lowest_kj_mol=150.2 lumo_energy_ev=4.52 charge=-2
H -4.5336 -1.3245 -3.2968 0.1 -0.4 0.1 0.196
C -0.2132 -4.0035 0.3138 -0.8 -1.7 -0.7 0.159
C -3.6953 -0.8092 -2.8467 -0.2 0.4 -0.4 -0.257
H -4.9682 0.1542 2.5576 -0.2 -0.5 0.1 0.230
C -4.0238 0.5923 2.7999 1.1 -0.2 -0.6 -0.194
H -2.2950 -2.3949 -3.1230 0.5 0.1 -0.2 0.207
N 1.8806 1.7561 -1.2085 -2.2 -0.9 1.1 -0.449
C -3.9175 0.4869 -2.3770 0.0 -0.9 -0.4 -0.190
N 0.8205 1.1176 -1.8473 -2.6 0.2 1.8 -0.203
H 7.1189 3.3735 -2.8428 -0.1 -0.3 0.2 0.188
H -0.7264 2.5720 3.1970 -0.6 -0.9 -0.1 0.200
C -1.6270 1.9119 3.1105 1.1 1.9 0.8 -0.199
S 0.0557 -4.5859 -1.3132 0.3 -0.2 -0.1 -0.366
C -2.9139 -1.0936 1.3751 0.3 -2.0 -2.2 0.744
O 4.7816 2.6628 -3.8030 1.0 0.3 -1.5 -0.773
H -0.7735 0.5287 1.7204 0.5 -0.5 -0.5 0.253
C -1.5538 0.5312 -1.8259 1.1 0.6 0.0 0.190
N -1.3822 -0.6785 -2.3027 0.5 -1.6 -0.8 -0.392
C -2.8573 0.1225 2.2134 0.4 -0.3 -0.7 -0.113
O -1.9308 -1.2262 0.5427 -0.7 0.2 1.0 -0.819
H 3.4134 2.2495 -3.8439 0.3 0.3 0.7 0.505
H -4.8530 2.0919 4.0226 0.2 -0.1 0.0 0.185
C 5.7086 2.9071 0.2253 0.4 0.4 -0.8 -0.347
C 5.0801 2.7562 -2.5700 0.3 -0.1 0.3 0.412
C -1.6360 0.8034 2.2696 -1.7 1.2 1.7 -0.199
H -1.7800 -5.3520 0.6400 -0.4 -0.2 -1.6 0.376
H 1.5349 -1.7409 -0.2643 -0.3 0.9 -0.9 0.211
H -2.9159 2.0673 -1.3950 0.0 1.1 0.2 0.202
H 2.3238 -3.3340 -0.3488 -0.1 0.2 -0.1 0.213
C 6.3920 3.0825 -2.0789 -0.8 0.2 -2.0 -0.326
C -1.5854 -4.3718 2.3191 -0.8 -0.7 0.5 -0.434
H -2.0517 -3.4043 2.2060 0.2 0.7 -0.2 0.207
H 5.9686 3.0371 1.2736 -0.3 -0.2 -0.1 0.193
H 0.2152 -2.5688 1.5699 -0.2 0.6 0.5 0.379
H -2.4730 -4.9730 2.6406 0.9 0.0 -0.1 0.182
C -2.7536 2.3547 3.8402 0.7 -0.1 -0.5 -0.249
C 6.6852 3.1745 -0.7664 0.4 0.2 0.6 -0.205
C 4.0990 2.5013 -1.6022 -0.2 0.1 0.7 -0.272
C 4.4341 2.5961 -0.2506 -0.3 -0.3 1.0 -0.133
H -4.9823 0.8471 -2.4052 1.5 0.1 0.2 0.206
C 2.7403 2.0944 -2.0637 2.5 0.6 -0.7 0.594
O -3.8653 -1.8938 1.4633 0.2 0.7 0.4 -0.721
H -0.8241 -4.3892 3.0871 0.0 0.2 0.5 0.178
C 1.8678 -2.5781 0.2873 -0.7 -1.6 1.6 -0.403
N 0.7266 -3.2355 1.0313 1.0 -0.5 -0.3 -0.672
H 7.7198 3.5051 -0.6294 -0.3 -0.2 0.9 0.185
C -3.9297 1.6986 3.5840 -1.7 1.0 1.3 -0.226
C -2.4096 -1.3581 -2.8166 -1.0 0.9 0.5 0.000
Pd -1.4449 -2.9208 -0.7748 -0.3 1.1 -0.3 0.357
N -1.0222 -4.9328 1.1038 1.4 1.1 1.6 -0.655
O 2.5279 2.0440 -3.3527 -0.6 -0.1 -0.7 -0.687
H 2.6085 -2.2774 1.0375 -0.2 0.1 -0.1 0.180
H -0.4995 1.8660 -0.3641 0.2 0.1 0.0 0.161
H -2.7793 3.2069 4.5523 0.5 -0.6 -0.8 0.201
H 3.6346 2.3705 0.4654 0.3 0.1 -0.2 0.219
C -2.7898 1.1439 -1.8962 -1.2 0.2 0.8 -0.240
C -0.3313 1.2390 -1.2399 0.8 -0.7 -1.8 0.007

Entry 3:
54
Properties=species:S:1:pos:R:3:forces:R:3:nbo_charge:R:1 method="wB97M-V/def2-TZVPD" lumo_energy_ev=2.26 charge=-1
H -1.2871 -4.4845 0.8658 -0.1 -0.1 0.0 0.211
C 4.4809 2.9785 -0.6844 0.0 0.1 0.0 -0.290
H -3.7697 -7.0563 -1.3462 -0.1 0.0 0.0 0.464
C 1.3413 0.7635 3.7175 0.0 0.0 0.0 -0.206
C 0.4202 1.1320 1.5195 0.0 0.2 0.3 -0.209
C -2.0645 -3.8707 -2.4649 0.0 0.2 0.2 -0.070
C 5.2702 1.8337 -0.6810 0.0 -0.1 0.0 -0.198
Se 0.6233 -3.8625 -0.6439 -0.3 1.6 0.2 -0.132
H -0.0658 0.6361 5.3317 0.0 0.0 0.0 0.202
O -3.0166 -6.5052 -1.1271 0.1 -0.1 0.0 -0.727
C 2.4958 1.5977 -0.5456 0.2 0.1 -0.2 -0.421
H -3.0343 -3.0272 0.7413 -0.1 -0.1 0.0 0.204
C -2.9445 -2.8735 -0.3345 0.2 0.3 0.1 -0.549
C 3.1033 2.8499 -0.6214 -0.1 0.0 0.0 -0.139
C -0.0636 4.0689 0.7247 0.2 -0.2 0.2 -0.223
C -1.1386 -4.6269 -0.2043 0.3 0.2 0.0 -0.579
H -0.7823 5.6343 -2.7325 0.0 0.0 0.0 0.208
C -0.2291 3.8614 -1.6592 0.1 -0.1 0.0 -0.163
C 0.0500 3.2917 -0.4189 -0.5 -0.4 -0.6 -0.303
C -2.3652 -4.1302 -0.9758 0.0 -0.4 -0.3 -0.154
C 1.5170 0.9422 2.3525 0.1 0.1 -0.2 -0.254
H 6.3495 1.9199 -0.7295 0.0 0.0 0.0 0.201
H 0.1386 3.6324 1.6958 0.0 0.0 0.0 0.235
H -3.8613 -5.1615 0.1977 0.0 0.0 0.0 0.151
H 2.4897 3.7416 -0.6268 0.0 0.0 0.0 0.199
H -0.1613 3.2426 -2.5472 0.0 0.1 0.0 0.211
O -1.5293 -4.9752 -3.1723 -0.1 -0.2 0.0 -0.734
As 0.5659 1.3825 -0.4239 0.8 -0.7 1.2 0.968
C 4.6842 0.5854 -0.6107 0.1 0.1 0.0 -0.244
C 0.0683 0.7810 4.2664 0.0 0.0 0.1 -0.224
H 4.9324 3.9617 -0.7322 0.0 0.0 0.0 0.201
C -1.0326 0.9752 3.4435 0.0 0.0 0.0 -0.221
H -0.9504 7.0189 -0.6880 0.0 0.0 0.0 0.206
H 2.5158 0.9252 1.9361 0.0 0.0 0.0 0.230
C -0.6756 5.9739 -0.6151 0.0 0.0 0.0 -0.218
Se -2.0127 -1.1578 -0.5800 -0.8 0.0 -0.2 -0.278
Pt 0.3630 -1.2842 -0.4737 0.2 -0.5 -0.6 0.265
H 2.2059 0.6058 4.3505 0.0 0.0 0.0 0.205
H -2.9977 -3.6043 -2.9709 0.0 0.0 0.0 0.162
H -0.4945 6.0105 1.5211 0.0 0.0 0.0 0.210
H 5.2940 -0.3095 -0.6035 0.0 0.0 0.0 0.217
H -2.0310 0.9797 3.8636 0.0 0.0 0.0 0.206
C -0.4206 5.4060 0.6255 0.0 0.1 -0.1 -0.212
C -0.8559 1.1452 2.0809 0.0 0.0 -0.2 -0.252
H -1.0098 -5.6928 -0.3885 0.1 0.0 0.0 0.233
H -1.7167 1.2762 1.4352 -0.1 -0.1 0.0 0.227
H -4.2984 -4.9092 -1.5039 0.0 0.0 0.0 0.158
H -1.3931 -3.0123 -2.5282 0.0 0.0 0.0 0.206
H -0.6743 -5.1742 -2.7697 0.1 0.1 0.0 0.474
H -3.9444 -2.6868 -0.7353 0.0 0.0 0.0 0.204
C 3.2910 0.4390 -0.5417 -0.5 -0.2 0.0 -0.155
C -0.5808 5.1982 -1.7620 0.0 0.1 0.0 -0.223
C -3.4782 -5.1926 -0.8330 0.0 0.2 0.1 -0.043
S 2.6793 -1.1934 -0.3935 0.4 -0.3 -0.1 -0.237

Per-record gap between HOMO and LUMO, eV: 8.2 6.3 5.9